*w*
Here is an isolated ion of composition C3H11N2 and charge +1 from the OMol25 dataset. Energies are from wB97M-V/def2-TZVPD.

Last column: Mulliken charge in e.
Atoms and positions in Å:
N: -1.66805 0.52682 0.56423  -0.224
C: -0.40144 0.16198 1.25722  -0.702
C: 0.33655 -0.91268 0.44923  -0.409
N: 0.20584 -0.51118 -0.96968  -0.419
C: 1.28802 0.35342 -1.47350  -0.894
H: -1.50527 0.36864 -0.45931  0.362
H: -2.47756 0.12928 1.02707  0.340
H: -1.74829 1.52931 0.73001  0.353
H: 0.16702 1.07587 1.44862  0.333
H: -0.56233 -0.22228 2.27439  0.381
H: 1.36730 -0.80139 0.75487  0.274
H: -0.05419 -1.90362 0.67508  0.440
H: 0.15215 -1.34473 -1.53987  0.217
H: 1.50940 0.13049 -2.51659  0.364
H: 2.22371 0.02181 -0.99459  0.327
H: 1.16714 1.39828 -1.22719  0.257

Computed properties:
**Total charge**: +1
**SMILES string**: CNCC[NH3+]
**Spin multiplicity**: 1
**Kohn-Sham gap**: 10.46 eV
**Highest occupied orbital energy**: -13.91 eV

=====

*x*
Here is a 2-piece molecular cluster, C3H11N2 overall from the OMol25 dataset. Energies are from wB97M-V/def2-TZVPD.

Last column: Mulliken charge in e.
Atoms and positions in Å:
C: -1.68447 -0.29488 1.76666  -0.462
C: -1.40370 -0.65329 3.20007  -0.991
H: -2.67712 -0.61029 1.47350  0.294
H: -1.02502 -0.77551 0.95800  0.050
H: -1.57839 0.83835 1.75974  0.216
H: -1.43200 -1.76040 3.27023  0.279
H: -0.43996 -0.34149 3.54397  0.322
H: -2.22096 -0.34717 3.88965  0.280
N: 0.90293 0.98719 -0.79186  -0.271
C: 0.77730 0.15134 -1.79724  0.260
N: 1.62978 -0.15129 -2.70809  -0.378
H: 1.84157 1.45699 -0.76804  0.263
H: 0.16863 0.98381 -0.18769  0.240
H: -0.19416 -0.36247 -1.90294  0.299
H: 1.44794 -0.77816 -3.52056  0.316
H: 2.24567 0.62599 -3.03312  0.283

Computed properties:
**Total charge**: +1
**Spin multiplicity**: 1
**Kohn-Sham gap**: 10.32 eV
**Highest occupied orbital energy**: -14.41 eV

=====

According to the calculations, the structures order from most to least stable as *w*, *x*.